Molecular formula: C3H10O
Method: DFT, ωB97M-V with the def2-TZVPD basis set

```
14
Properties=species:S:1:pos:R:3
C -1.610 3.556 4.589
C -0.413 3.190 5.499
H -2.092 2.673 4.076
H -1.302 3.909 3.580
H -2.211 4.459 5.076
H -0.835 2.405 6.109
H 0.358 2.935 4.781
H -0.206 3.976 6.228
C 0.970 -3.679 -4.418
O 0.995 -3.094 -5.709
H 1.973 -4.050 -4.205
H 0.539 -2.929 -3.780
H 0.452 -4.674 -4.654
H 1.547 -2.313 -5.806
```

As for the LUMO energy: 1.054 eV. The net charge is 0. For the energy above the lowest of the compared OMol25 structures with the same formula, charge and spin, the calculation gives 41.6 kcal/mol. The total energy comes out at -5318.8087 eV. As for the SMILES: CC.CO.

---

Molecular formula: C12H16FN
Method: DFT, ωB97M-V with the def2-TZVPD basis set

```
30
Properties=species:S:1:pos:R:3
N 0.541 1.099 1.280
C 0.285 0.144 0.215
C -0.643 0.606 -0.873
C -0.533 0.310 -2.254
C -1.469 0.825 -3.155
C -2.667 1.356 -2.631
C -2.698 1.755 -1.281
C -1.864 1.270 -0.349
F -2.219 1.553 0.859
C 1.716 -0.308 -0.333
C 2.591 -0.736 0.727
C 1.966 -1.658 1.815
C 0.490 -1.230 2.288
C -0.379 -1.103 0.991
H 0.598 2.118 0.901
H -0.081 1.248 2.158
H 0.315 -0.139 -2.599
H -1.503 0.494 -4.339
H -3.546 1.688 -3.209
H -3.722 2.118 -0.956
H 2.074 0.687 -0.776
H 1.534 -1.033 -1.116
H 3.365 -1.362 0.065
H 2.962 0.129 1.248
H 2.489 -1.827 2.615
H 1.801 -2.716 1.415
H 0.411 -0.149 2.836
H 0.167 -2.149 2.749
H -0.556 -2.006 0.245
H -1.425 -0.982 1.462
```

As for the LUMO energy: 0.909 eV. The net charge is 0. For the energy above the lowest of the compared OMol25 structures with the same formula, charge and spin, the calculation gives 79.1 kcal/mol. The total energy comes out at -16907.4572 eV. As for the SMILES: NC1(c2ccccc2F)CCCCC1.

---

Molecular formula: C15H14F5O2S
Method: DFT, ωB97M-V with the def2-TZVPD basis set

```
37
Properties=species:S:1:pos:R:3
C -0.520 2.455 -0.437
S -0.627 0.712 -0.792
O -0.269 0.012 0.430
O -2.002 0.525 -1.243
C 0.576 0.548 -1.993
C 0.875 -0.806 -2.429
F 1.880 -0.822 -3.364
F 1.276 -1.647 -1.440
F -0.140 -1.517 -3.066
H -1.263 2.630 0.339
H -0.784 3.023 -1.325
H 0.471 2.709 -0.086
H 0.224 1.116 -2.854
F -2.398 -6.045 -2.569
C -1.057 -5.927 -2.724
C -0.352 -7.037 -3.146
C 1.022 -6.919 -3.308
C 1.655 -5.711 -3.046
C 0.918 -4.613 -2.622
C -0.457 -4.714 -2.458
H -0.874 -7.964 -3.341
H 1.595 -7.775 -3.641
H 2.726 -5.623 -3.173
H 1.403 -3.671 -2.413
H -1.046 -3.864 -2.139
F 0.647 3.674 2.299
C 0.207 4.376 3.352
C -0.967 5.095 3.227
C -1.417 5.820 4.321
C -0.700 5.820 5.510
C 0.476 5.088 5.606
C 0.940 4.355 4.523
H -1.508 5.074 2.291
H -2.337 6.385 4.243
H -1.057 6.387 6.360
H 1.037 5.082 6.532
H 1.847 3.770 4.573
```

As for the LUMO energy: 2.569 eV. The net charge is -1. The total energy comes out at -44300.4577 eV.

---

Molecular formula: C50H128N12O18
Method: DFT, ωB97M-V with the def2-TZVPD basis set

```
208
Properties=species:S:1:pos:R:3
C -6.902 2.742 2.311
O -5.554 3.054 2.101
C -5.155 4.205 2.743
C -3.660 4.404 2.761
N -3.063 3.380 3.505
C -1.660 3.466 3.729
C -1.423 4.108 5.125
O -1.667 5.522 5.077
C -1.718 5.997 6.389
H -7.585 3.511 1.910
H -7.068 2.595 3.397
H -7.112 1.791 1.831
H -5.523 4.237 3.795
H -5.738 5.062 2.253
H -3.574 5.351 3.288
H -3.195 4.592 1.786
H -3.375 2.472 3.186
H -1.061 4.008 2.974
H -1.193 2.462 3.741
H -0.408 3.867 5.484
H -2.162 3.623 5.803
H -0.893 5.636 7.051
H -2.624 5.616 6.921
H -1.648 7.070 6.507
C -1.410 -5.197 1.188
O -1.982 -4.403 0.127
C -1.977 -5.073 -1.128
C -2.303 -4.105 -2.228
N -1.594 -2.828 -2.164
C -2.281 -1.631 -2.729
C -2.067 -1.582 -4.214
O -2.581 -2.674 -4.908
C -1.698 -3.352 -5.734
H -1.735 -4.881 2.174
H -0.333 -5.249 1.150
H -1.740 -6.219 1.112
H -2.641 -5.951 -1.124
H -0.909 -5.355 -1.341
H -3.364 -3.909 -2.117
H -2.252 -4.523 -3.215
H -1.394 -2.640 -1.183
H -1.881 -0.725 -2.249
H -3.373 -1.814 -2.693
H -1.022 -1.412 -4.407
H -2.676 -0.759 -4.633
H -1.981 -4.432 -5.805
H -0.638 -3.306 -5.411
H -1.758 -2.912 -6.727
C -0.153 -3.237 4.392
O 0.786 -3.971 5.113
C 0.670 -3.833 6.483
C 1.754 -4.623 7.106
N 3.042 -3.980 7.166
C 4.028 -4.822 7.820
C 5.378 -4.123 7.777
O 6.387 -4.893 8.413
C 7.109 -4.084 9.273
H -0.188 -3.674 3.422
H 0.093 -2.161 4.275
H -1.212 -3.246 4.826
H -0.356 -4.144 6.708
H 0.801 -2.783 6.767
H 1.879 -5.636 6.705
H 1.530 -4.780 8.178
H 3.373 -3.856 6.203
H 4.150 -5.826 7.367
H 3.730 -5.032 8.868
H 5.181 -3.185 8.260
H 5.631 -3.881 6.720
H 6.500 -3.896 10.182
H 7.510 -3.189 8.841
H 8.028 -4.628 9.559
C 5.311 -1.274 -0.833
O 4.722 -1.669 -2.103
C 4.684 -3.061 -2.304
C 3.835 -3.501 -3.482
N 4.373 -3.145 -4.808
C 4.677 -1.784 -5.099
C 4.676 -1.535 -6.637
O 5.294 -0.296 -7.051
C 4.623 0.846 -6.435
H 6.413 -1.327 -0.850
H 4.857 -1.906 -0.092
H 5.183 -0.211 -0.736
H 4.299 -3.549 -1.388
H 5.702 -3.421 -2.476
H 2.783 -3.191 -3.353
H 3.729 -4.575 -3.429
H 5.204 -3.710 -4.970
H 5.605 -1.486 -4.615
H 3.871 -1.140 -4.691
H 3.637 -1.543 -7.029
H 5.196 -2.379 -7.135
H 4.500 0.736 -5.359
H 3.604 0.861 -6.809
H 5.083 1.805 -6.693
C 3.199 -3.163 2.883
O 2.563 -4.015 1.946
C 3.072 -5.386 2.167
C 2.252 -6.133 3.219
N 2.955 -7.329 3.711
C 3.478 -8.222 2.681
C 2.432 -9.192 2.063
O 1.445 -8.436 1.378
C 0.186 -9.018 1.024
H 2.749 -3.083 3.898
H 3.065 -2.129 2.527
H 4.271 -3.377 2.987
H 4.121 -5.401 2.530
H 2.960 -6.016 1.273
H 1.264 -6.480 2.910
H 2.156 -5.437 4.048
H 3.702 -7.090 4.310
H 4.242 -8.863 3.144
H 3.978 -7.731 1.832
H 1.926 -9.837 2.767
H 2.970 -9.839 1.317
H -0.241 -8.268 0.390
H -0.392 -9.140 1.914
H 0.344 -9.989 0.485
C 3.816 5.607 -8.105
O 3.609 4.460 -7.323
C 2.973 4.827 -6.102
C 2.772 3.601 -5.307
N 2.505 3.849 -3.880
C 1.141 3.489 -3.479
C 0.749 2.010 -3.424
O 1.664 1.319 -2.503
C 1.438 -0.102 -2.568
H 2.825 5.972 -8.551
H 4.518 5.293 -8.861
H 4.385 6.377 -7.559
H 2.006 5.294 -6.258
H 3.496 5.580 -5.498
H 3.700 3.005 -5.386
H 2.017 2.965 -5.794
H 3.111 3.213 -3.452
H 0.385 4.077 -3.987
H 0.998 3.775 -2.432
H 0.742 1.399 -4.339
H -0.197 1.775 -2.977
H 1.510 -0.476 -3.580
H 0.467 -0.347 -2.165
H 2.272 -0.652 -2.141
C -9.060 4.889 -3.980
O -7.721 4.547 -3.712
C -7.552 4.201 -2.354
C -6.075 4.048 -2.027
N -5.393 5.300 -2.139
C -4.826 5.460 -3.476
C -3.833 6.609 -3.501
O -2.790 6.240 -2.599
C -1.714 7.177 -2.714
H -9.269 5.844 -3.495
H -9.754 4.096 -3.617
H -9.118 4.870 -5.061
H -8.130 3.347 -2.083
H -7.994 5.082 -1.805
H -5.632 3.257 -2.660
H -5.992 3.642 -1.016
H -4.632 5.383 -1.495
H -5.585 5.598 -4.264
H -4.328 4.496 -3.733
H -4.206 7.568 -3.132
H -3.442 6.748 -4.529
H -1.816 8.135 -2.162
H -1.493 7.379 -3.760
H -0.792 6.715 -2.378
C -2.353 3.401 -1.618
O -1.133 2.936 -1.111
C -0.880 3.358 0.213
C 0.452 2.803 0.653
N 0.623 1.357 0.578
C -0.371 0.602 1.255
C 0.049 -0.865 1.264
O 0.201 -1.343 0.037
C 1.052 -2.491 -0.155
H -3.269 3.040 -1.135
H -2.484 3.099 -2.640
H -2.494 4.520 -1.562
H -1.744 2.967 0.731
H -0.805 4.446 0.263
H 0.718 3.185 1.671
H 1.185 3.168 -0.070
H 0.718 1.167 -0.402
H -1.363 0.791 0.797
H -0.426 0.936 2.291
H -0.578 -1.526 1.886
H 0.976 -0.860 1.894
H 0.667 -3.256 0.567
H 2.053 -2.171 0.214
H 1.105 -2.707 -1.230
N 0.378 7.274 0.023
C 0.067 6.660 1.237
N -0.922 7.258 1.920
O 0.778 5.812 1.672
H 1.375 7.142 -0.207
H 0.213 8.285 0.073
H -1.149 6.639 2.677
H -1.732 7.685 1.467
N -3.104 -1.349 0.937
C -3.479 -0.252 1.709
N -4.300 0.643 0.988
O -3.118 0.002 2.830
H -3.417 -1.438 -0.019
H -2.744 -2.180 1.352
H -4.602 1.518 1.403
H -4.561 0.475 0.043
```

As for the LUMO energy: 0.590 eV. The net charge is 0. For the energy above the lowest of the compared OMol25 structures with the same formula, charge and spin, the calculation gives 41.6 kcal/mol. The total energy comes out at -108650.3266 eV. As for the SMILES: COCCNCCOC.COCCNCCOC.COCCNCCOC.COCCNCCOC.COCCNCCOC.COCCNCCOC.COCCNCCOC.COCCNCCOC.NC(N)=O.NC(N)=O.

---

Molecular formula: C5H6O2
Method: DFT, ωB97M-V with the def2-TZVPD basis set

```
13
Properties=species:S:1:pos:R:3
C -1.646 -2.463 -0.636
C -1.303 -1.309 -0.587
C -0.782 0.059 -0.528
O -1.308 0.971 -1.123
C 0.448 0.244 0.375
C 1.346 1.346 -0.142
O -0.007 0.619 1.666
H -1.962 -3.483 -0.698
H 0.994 -0.711 0.421
H 2.210 1.456 0.518
H 0.791 2.286 -0.174
H 1.697 1.111 -1.151
H -0.479 -0.127 2.058
```

As for the LUMO energy: -0.011 eV. The net charge is 0. For the energy above the lowest of the compared OMol25 structures with the same formula, charge and spin, the calculation gives 54.7 kcal/mol. The total energy comes out at -9374.7217 eV. As for the SMILES: C#CC(=O)[C@@H](C)O.

---

Molecular formula: C4H7NO2
Method: DFT, ωB97M-V with the def2-TZVPD basis set

```
14
Properties=species:S:1:pos:R:3
C -1.707 0.126 1.661
N -1.272 -0.709 0.533
C -0.163 -0.455 -0.012
C 0.586 -1.145 -1.156
O 1.271 -0.066 -1.804
C 1.386 0.955 -0.853
O 0.627 0.619 0.294
H -2.761 0.420 1.575
H -1.636 -0.478 2.574
H -1.107 1.031 1.806
H -0.131 -1.614 -1.845
H 1.538 -1.645 -0.910
H 0.958 1.818 -1.355
H 2.411 1.144 -0.509
```

As for the LUMO energy: 0.895 eV. The net charge is 0. For the energy above the lowest of the compared OMol25 structures with the same formula, charge and spin, the calculation gives 54.2 kcal/mol. The total energy comes out at -9844.9289 eV. As for the SMILES: C/N=C1/COCO1.

---

What did the fifth record say?
Molecular formula: C5H6O2
Method: DFT, ωB97M-V with the def2-TZVPD basis set

```
13
Properties=species:S:1:pos:R:3
C -1.646 -2.463 -0.636
C -1.303 -1.309 -0.587
C -0.782 0.059 -0.528
O -1.308 0.971 -1.123
C 0.448 0.244 0.375
C 1.346 1.346 -0.142
O -0.007 0.619 1.666
H -1.962 -3.483 -0.698
H 0.994 -0.711 0.421
H 2.210 1.456 0.518
H 0.791 2.286 -0.174
H 1.697 1.111 -1.151
H -0.479 -0.127 2.058
```

As for the LUMO energy: -0.011 eV. The net charge is 0. For the energy above the lowest of the compared OMol25 structures with the same formula, charge and spin, the calculation gives 54.7 kcal/mol. The total energy comes out at -9374.7217 eV. As for the SMILES: C#CC(=O)[C@@H](C)O.

---

Q: net charge of number 6 (C4H7NO2)?
A: 0